Record 1
The following is a DFT calculation (wB97M-V/def2-TZVPD) of 2 unconnected molecules or ions with the total composition C4H14N.

XYZ file:
```
19
Properties=species:S:1:pos:R:3:forces:R:3:lowdin_charge:R:1
C -2.038 0.576 -0.460 1.7 -3.7 -0.5 -0.1557
C -2.438 0.433 -1.967 -1.6 0.8 0.9 -0.1311
H -2.659 1.196 0.122 -0.6 1.2 0.3 0.0514
H -2.173 -0.462 0.048 0.3 1.3 -0.6 0.0955
H -0.940 0.871 -0.365 -1.5 0.0 -0.3 0.0581
H -3.426 0.954 -2.024 1.2 0.1 -0.7 0.0895
H -2.621 -0.481 -2.518 -0.2 -1.2 1.2 0.0653
H -1.653 0.760 -2.593 0.6 1.6 -0.6 0.0444
C 1.532 -0.725 0.422 -2.3 -1.6 -0.4 -0.1582
C 2.905 -0.167 0.694 0.8 -1.2 0.5 -0.0911
N 0.386 -0.156 1.474 1.9 -0.8 -0.5 0.1281
H 1.208 -0.553 -0.698 0.2 -0.2 2.6 0.1552
H 1.379 -1.815 0.681 0.7 1.1 -0.8 0.1258
H 3.250 0.274 -0.209 0.2 1.3 -0.4 0.0695
H 3.699 -0.949 0.805 -1.0 0.2 0.4 0.1089
H 0.765 0.805 1.729 -1.3 -1.4 0.0 0.1673
H -0.561 -0.153 0.956 1.4 0.2 1.2 0.0872
H 0.440 -0.867 2.307 -0.5 2.1 -1.8 0.2016
H 2.943 0.458 1.595 0.2 0.1 -0.5 0.0884
```
Positions in Å, forces in eV/Å.

Summary:
Net charge: +1
Energy relative to the best compared isomer or geometry (same formula, charge and spin): 46.2 kcal per mole
Kohn-Sham gap: 0.4108 hartree

***

Record 2
The following is a DFT calculation (wB97M-V/def2-TZVPD) of a molecular structure, C27H41AsO5ReS8Si.

XYZ file:
```
84
Properties=species:S:1:pos:R:3:forces:R:3:lowdin_charge:R:1
Re -0.534 0.762 -0.575 0.1 1.0 0.1 0.8168
S 1.383 4.243 2.319 0.1 -0.1 0.1 0.6357
C 0.562 3.357 1.239 -0.1 0.0 -0.1 -1.6908
S 1.162 1.819 0.655 -0.2 -0.1 -0.2 0.5796
S -0.968 3.977 0.697 0.0 0.1 -0.1 0.5069
S -5.017 1.100 -2.459 -0.1 0.0 0.1 0.1262
As -3.183 1.098 -3.267 0.0 0.0 0.0 -0.1973
S -1.553 2.700 -0.847 0.0 -0.5 0.3 0.1921
S -1.700 -0.265 -2.365 -0.1 -0.2 -0.1 0.1238
S -2.409 2.084 -4.845 0.0 0.2 -0.2 0.1472
O 0.928 0.894 -1.957 0.6 -0.2 0.3 -0.8257
S 1.510 -0.055 -3.057 -0.3 0.1 0.0 1.0391
C 0.992 0.748 -4.598 0.1 0.0 0.0 -0.2823
C 1.561 2.116 -4.826 -0.1 -0.1 0.0 -0.3010
C 2.494 2.313 -5.837 0.1 0.0 0.0 -0.0420
C 3.038 3.571 -6.053 0.0 0.0 0.0 -0.0605
C 2.651 4.637 -5.255 0.0 0.0 0.0 -0.0639
C 1.715 4.446 -4.246 0.0 0.0 0.0 -0.0530
C 1.165 3.192 -4.033 0.0 0.0 0.0 -0.0520
C 3.250 0.378 -2.979 0.1 0.0 0.0 -0.2542
C 3.825 0.083 -1.621 0.0 0.1 -0.1 -0.2915
C 3.874 -1.214 -1.121 0.0 -0.1 0.0 -0.0640
C 4.394 -1.453 0.141 0.0 0.0 0.0 -0.0690
C 4.879 -0.398 0.904 0.0 0.0 0.0 -0.0643
C 4.845 0.893 0.402 0.0 0.0 0.0 -0.0677
C 4.314 1.134 -0.857 -0.1 0.0 0.1 -0.0546
H -0.098 0.747 -4.527 0.0 0.0 0.0 0.0017
H 1.288 0.035 -5.372 0.0 0.0 0.0 0.1121
H 2.798 1.481 -6.463 0.0 0.0 0.0 0.1190
H 3.759 3.717 -6.845 0.0 0.0 0.0 0.1117
H 3.071 5.619 -5.424 0.0 0.0 0.0 0.1113
H 1.403 5.280 -3.632 0.0 0.0 0.0 0.1126
H 0.421 3.053 -3.259 0.0 0.0 0.0 0.0822
H 3.316 1.437 -3.225 0.0 0.0 0.0 0.0994
H 3.714 -0.207 -3.779 0.0 0.0 0.0 0.1252
H 3.526 -2.044 -1.726 0.0 0.0 0.0 0.1136
H 4.435 -2.464 0.525 0.0 0.0 0.0 0.1116
H 5.289 -0.586 1.887 0.0 0.0 0.0 0.1114
H 5.221 1.717 0.993 0.0 0.0 0.0 0.1150
H 4.271 2.146 -1.242 0.0 0.0 0.0 0.1236
C -4.436 -1.666 0.664 0.0 0.0 0.0 -0.0238
C -4.371 -0.822 1.927 0.1 -0.1 0.0 -0.6042
C -4.528 0.660 1.625 0.0 0.0 0.0 -0.0176
C -5.385 -1.289 2.953 0.0 0.0 0.0 -0.0171
O -3.068 -0.999 2.560 -0.1 0.1 0.1 -0.0717
Si -1.597 -1.238 2.011 0.2 0.2 0.0 0.1094
O -1.349 -0.050 0.745 -0.1 -0.4 0.0 -0.4229
O -1.379 -2.668 1.332 -0.3 0.2 -0.2 -0.0605
C -0.428 -3.321 0.478 0.2 -0.1 0.2 -0.6136
C 0.669 -2.357 0.045 0.0 0.2 -0.1 -0.0343
C -1.189 -3.854 -0.722 -0.1 0.0 0.0 -0.0099
C 0.181 -4.448 1.301 0.0 0.0 0.0 -0.0089
O -0.429 -0.867 3.032 0.1 -0.2 0.1 -0.0801
C -0.353 -0.218 4.333 0.0 0.1 -0.1 -0.6087
C 1.116 -0.264 4.712 0.0 0.0 0.0 -0.0176
C -0.840 1.214 4.173 0.0 0.0 0.0 -0.0083
C -1.204 -0.993 5.325 0.0 0.0 0.0 -0.0165
H -5.414 -1.561 0.197 0.0 0.0 0.0 0.0976
H -4.269 -2.718 0.898 0.0 0.0 0.0 0.0967
H -3.692 -1.345 -0.070 0.0 0.0 0.0 0.0569
H -5.497 0.847 1.160 0.0 0.0 0.0 0.0939
H -3.756 1.004 0.933 0.0 0.0 0.0 0.0577
H -4.463 1.244 2.544 0.0 0.0 0.0 0.0950
H -6.396 -1.153 2.567 0.0 0.0 0.0 0.0967
H -5.285 -0.714 3.874 0.0 0.0 0.0 0.0925
H -5.240 -2.344 3.183 0.0 0.0 0.0 0.0945
H 0.282 -1.630 -0.690 0.0 0.0 0.0 0.0213
H 1.450 -2.902 -0.482 0.1 0.0 0.0 0.0942
H 1.116 -1.827 0.889 0.0 -0.1 0.0 0.0965
H -1.703 -3.044 -1.243 0.0 0.0 0.0 0.0543
H -1.936 -4.580 -0.402 0.0 0.0 0.0 0.0989
H -0.508 -4.344 -1.419 0.0 0.0 0.0 0.0975
H 0.761 -4.047 2.134 0.0 0.0 0.0 0.0946
H 0.833 -5.068 0.684 0.0 0.0 0.0 0.0953
H -0.613 -5.074 1.705 0.0 0.0 0.0 0.0976
H 1.717 0.246 3.957 0.0 0.0 0.0 0.0841
H 1.456 -1.297 4.795 0.0 0.0 0.0 0.0913
H 1.274 0.230 5.671 0.0 0.0 0.0 0.0970
H -0.185 1.768 3.500 0.0 0.0 0.0 0.0553
H -0.846 1.722 5.138 0.0 0.0 0.0 0.1023
H -1.858 1.232 3.777 0.0 0.0 0.0 0.0851
H -0.889 -2.037 5.363 0.0 0.0 0.0 0.0970
H -2.259 -0.955 5.056 0.0 0.0 0.0 0.0810
H -1.087 -0.565 6.321 0.0 0.0 0.0 0.0975
```
Positions in Å, forces in eV/Å.

Summary:
Net charge: +1
Energy relative to the best compared isomer or geometry (same formula, charge and spin): 26.3 kcal per mole
Kohn-Sham gap: 0.2376 hartree